No. 1
The following is a quantum chemistry calculation of a molecular structure, C11H15BN6O2Pt, from the Open Molecules 2025 dataset.

Output
- energy relative to the best compared isomer or geometry (same formula, charge and spin) (eV) = 0.131
- gap between HOMO and LUMO (alpha / beta) (Eh) = 0.198 / 0.303
- E_HOMO (alpha / beta) (eV) = -5.468 / -9.177

Geometry as ORCA input:
```
! wB97M-V def2-TZVPD RIJCOSX def2/J DEFGRID3
* xyz 0 3
C 1.52345 -1.18459 3.29202
H 0.77836 0.93403 3.32263
H 1.75795 -1.41977 4.31918
H -1.08408 2.97340 -1.16828
H -4.16945 -0.83406 -0.41881
N -1.06225 -0.00550 -0.15798
H 1.63444 -2.83190 -2.71658
H 0.00792 3.87205 -0.11031
H -2.61965 1.39997 -0.39009
C -2.19292 -1.87251 -0.33868
H -1.96908 3.18253 0.98526
C 1.49562 -2.05958 2.20524
O -2.58157 2.54997 2.77479
C -2.35500 0.36087 -0.32587
C 1.78630 -0.71465 -3.46144
C -3.09085 -0.81227 -0.37183
N -0.94156 -1.36132 -0.21558
H 0.57858 3.20118 -1.68437
N 1.03809 -0.05881 1.40046
H 1.77685 0.41907 0.78429
N 1.20176 0.11933 -1.46875
H 1.71121 -3.10365 2.17011
N 1.18052 -1.42635 1.07373
Pt 0.37596 1.35655 -0.00699
N 1.20986 -1.25223 -1.39089
C -0.06377 3.02665 -0.81894
H 1.50118 1.46969 -3.06455
H 2.05919 -0.79082 -4.50238
C -1.79090 2.53552 1.87517
O -0.70399 1.77996 1.78977
C 1.54248 0.44666 -2.73573
H 0.52844 -3.22859 -0.25195
H -2.35556 -2.96340 -0.41782
C 1.17931 0.06593 2.81707
C 1.56270 -1.76539 -2.58494
B 0.55049 -2.00797 -0.20700
*
```



No. 2
The following is a quantum chemistry calculation of 3 unconnected molecules or ions with the total composition C21H48N6O, from the Open Molecules 2025 dataset.

Output
- structure (SMILES) = [H]/N=C(\N)NCCCC[C@H]1CCNC1=O.CCN(CC)CC.CCN(CC)CC
- gap between HOMO and LUMO (Eh) = 0.307
- E_HOMO (eV) = -8.142

Geometry as ORCA input:
```
! wB97M-V def2-TZVPD RIJCOSX def2/J DEFGRID3
* xyz 0 1
H 1.72355 -1.99970 -2.12996
H -3.48710 2.87581 -0.10949
H 1.61878 6.31622 2.38875
H 4.06489 2.52797 -3.26055
H -3.10772 0.50891 -3.66308
C -0.19298 -1.44147 -0.92926
C -2.82006 0.81855 -0.21094
H 1.29338 3.68610 -2.00966
H 3.24123 2.77598 3.74000
C -3.57353 0.49965 -2.56424
H -3.67419 -4.33211 -1.27491
H -4.14350 -8.10639 0.27453
H -2.05419 -6.27651 -2.96521
C 2.73795 3.99681 2.00693
H 4.53371 5.57425 4.71910
H -5.02038 2.42086 -2.22671
C -2.55919 -5.99664 0.64615
H 1.85751 3.85982 4.00750
H -2.92893 -9.52972 -1.18097
N -3.56426 -6.21960 -0.39533
H -3.50880 -4.23036 1.49136
H -2.44388 -2.00011 -1.42053
H -0.24512 -0.86452 0.10850
C -3.88823 2.07722 -2.11146
C 2.61449 6.29374 2.84930
C -2.67073 -8.46625 -1.22761
H -3.08934 2.75148 -2.67852
H -2.14035 -4.52511 -3.05201
C -3.82012 -7.63761 -0.66455
H -1.83962 -4.49107 2.01740
C 2.36574 3.23070 3.27158
H 6.17678 5.13846 4.26092
C -2.16050 -5.37477 -2.36116
H 2.01146 -0.48710 0.22722
C 3.18029 7.70660 2.73870
H 3.33502 3.34268 1.36011
H 4.11708 7.81551 3.29398
N 1.88226 1.37134 -0.88420
O -2.59864 0.45516 1.05691
H -1.74324 -8.33241 -0.66413
H 1.81479 4.17841 1.44038
H 0.81372 -0.41676 -2.77624
H -4.29237 -5.60413 -2.27030
H -1.55660 -6.28388 0.31119
N 2.35262 3.66923 -1.98353
H -2.15485 -3.86437 0.39866
H -1.28508 -5.28314 -1.71283
N 3.42581 5.28084 2.17079
H -2.48266 -8.23372 -2.27796
N 3.70010 1.71275 -2.68725
C 2.20492 -0.10356 -0.88707
H 2.46387 6.05179 3.90697
H 2.46796 8.42675 3.15531
H -2.79541 -6.63349 1.50793
C -1.60132 -1.23678 -1.75552
H -0.10364 -2.59660 -0.70335
H -4.46175 -0.26595 -2.44159
H 3.31701 -0.37640 -1.12609
C -2.23632 0.27050 -1.64145
C -2.51849 -4.56064 1.16073
C 4.82867 5.18956 2.58236
H 5.33694 4.42249 1.98307
C 1.15155 -1.00498 -1.81891
H 5.32917 6.12332 2.29632
C 2.69524 2.16868 -1.87349
H -1.34170 -1.42479 -2.90542
N -3.73345 1.97169 -0.58293
H -4.68465 -7.73221 -1.33268
H 1.68341 2.41265 3.01657
H 3.35993 7.98044 1.69378
H -1.32566 0.97293 -1.85912
C -3.47064 -5.36581 -1.58193
C 5.12061 4.93286 4.05633
H 4.94190 3.89240 4.32985
H 0.87881 1.48033 -1.17347
H 2.67804 4.11721 -1.09358
*
```



No. 3
The following is a quantum chemistry calculation of a molecular structure, C19H20Cl5N3O2Tc, from the Open Molecules 2025 dataset.

Output
- energy relative to the best compared isomer or geometry (same formula, charge and spin) (eV) = 0.000
- gap between HOMO and LUMO (alpha / beta) (Eh) = 0.271 / 0.289
- E_HOMO (alpha / beta) (eV) = -8.015 / -9.043

Geometry as ORCA input:
```
! wB97M-V def2-TZVPD RIJCOSX def2/J DEFGRID3
* xyz 0 4
C -3.33154 1.50775 1.03125
N 0.50556 0.88931 2.10664
C 2.43685 -0.46145 2.72047
Cl 5.12738 -0.26310 -5.29248
C 2.79181 -0.70700 -4.03660
C -1.64057 2.35088 -0.64434
H -4.72636 0.81256 2.46535
H -2.35920 -3.02615 1.81122
H -0.36632 3.38339 0.80558
O 3.12199 -0.92298 3.62199
Cl 2.20752 -1.29386 -5.54175
C -1.69563 1.95159 -2.11304
H -0.39984 0.51284 2.36274
O 2.51965 -0.76990 1.44434
Cl 4.27943 1.10509 -0.16657
H -1.08248 1.05727 -2.27899
H 0.40840 1.90474 2.06941
Cl 6.20907 0.89800 -2.65691
Cl 0.44214 -1.39086 -2.96121
H -0.60688 -1.96599 3.12480
H -0.87814 -2.57094 -0.79252
C -2.18703 1.24836 0.28438
H -0.99665 -4.10856 -0.02276
H -2.72844 1.64917 -2.34070
H 0.52726 -2.02654 1.72339
H 1.24456 0.50411 4.01139
H -3.74598 2.50861 0.97930
Tc 1.31141 0.03837 0.07512
C -1.49312 -3.14212 -0.08598
C -3.31512 -0.74240 1.90731
C 3.74184 0.36224 -1.64502
C 2.44402 -0.20382 -1.67698
N -0.37147 -0.27698 -0.32072
C -0.35256 -2.47379 2.18160
H 0.50554 2.26801 -0.25735
C 4.11631 -0.24299 -3.92962
C -0.31106 2.99110 -0.21381
H -2.34091 3.19274 -0.56579
C -2.20711 -1.03225 1.13773
C -1.62130 -2.41240 1.25627
C 2.00408 -0.73519 -2.89126
H -3.69920 -1.54015 2.50076
C -1.64580 -0.02724 0.32775
C 4.59322 0.27879 -2.72987
H -2.47211 -3.30019 -0.55047
H -0.11852 -3.49941 2.47807
N 1.52695 0.56015 3.03518
H -0.09475 3.83177 -0.87973
C -3.87624 0.54216 1.86907
H -1.40067 2.78728 -2.73665
*
```